Formula: C50H85FN12O2PS
Source: the OMol25 dataset
Level of theory: ωB97M-V/def2-TZVPD

Last column: Mulliken charge in e.
Atoms and positions in Å:
C  -1.95620  4.25429  -0.40257  0.379
C  6.70229  -10.47651  -0.51689  -1.161
C  5.47715  -1.27094  0.59986  -1.049
N  2.00675  -0.45690  -0.61127  -0.612
C  -12.30678  4.04696  1.05630  -0.478
O  -7.34186  3.06238  -2.49787  -0.527
C  -6.31851  5.96922  2.82178  -0.346
H  0.16496  -4.07111  -0.59488  0.310
H  2.65148  1.02013  -2.08170  0.102
C  4.86350  5.47396  -1.90052  -1.400
H  -5.19173  3.67415  -0.77826  0.269
H  0.41769  -13.89777  -1.54607  0.323
H  -0.60121  0.29199  -4.81011  0.363
H  6.48526  5.15936  5.47665  0.323
C  -7.79322  1.25088  2.20539  0.533
H  8.92668  -0.70133  -1.10391  0.285
H  4.89169  -1.64819  -0.24320  0.312
H  4.62436  6.80732  6.28993  0.282
N  13.28591  -2.11119  -0.03517  -0.444
H  -4.58311  2.93694  2.14576  0.400
N  -9.85665  2.22027  -2.53127  -0.782
C  4.88331  -8.87626  0.26719  -0.218
H  -13.96196  5.62513  0.70967  0.340
C  -2.28568  -11.82612  -1.95252  0.256
H  1.04097  -0.51504  -3.15744  0.139
H  1.29796  -6.42130  -0.41816  0.288
O  -9.30071  4.73879  -1.50656  -0.407
H  4.68326  -9.48040  1.15716  0.329
H  5.30485  0.80022  0.06413  0.121
H  5.51103  6.35584  -1.94326  0.395
C  0.47411  5.80650  -1.20694  -0.659
H  0.89852  6.03058  -0.22250  0.301
N  6.93281  2.91669  -0.06746  -0.525
H  0.14087  -5.69159  -2.51506  0.361
P  -8.80766  3.09029  -1.64933  0.885
H  3.70846  6.11689  -0.20926  0.348
H  -2.03734  -13.94073  -1.85093  0.294
H  3.45618  -0.27363  2.27174  0.341
C  -5.78452  3.44229  0.19703  -0.235
H  4.03839  5.62303  -2.60177  0.358
C  2.73560  -0.10910  0.27175  0.407
H  0.95015  -11.84119  -2.88777  0.289
C  3.90330  6.96857  4.28943  0.320
C  -5.55866  5.04883  2.23978  -0.422
H  -10.51304  0.26585  4.57002  0.323
H  4.67738  -7.83069  0.51372  0.215
H  1.00776  1.40985  -1.56104  0.374
C  -0.95176  6.33429  -1.31994  -0.785
H  -12.38626  2.02738  0.07115  0.328
H  -13.07992  3.60188  1.77925  0.251
F  -11.72981  1.65605  2.90116  -0.310
H  6.06707  5.44075  3.77551  0.075
H  -6.70255  4.13328  0.21329  0.245
C  -9.41043  0.63410  4.47030  -1.375
C  -9.17819  1.17580  2.97544  0.128
C  6.27947  7.25952  4.95874  -0.426
C  -10.28060  2.31715  0.76260  0.077
N  -2.93676  -10.83859  -1.77158  -0.463
H  -11.49165  3.39521  -0.92951  0.363
C  -1.46489  -13.06910  -2.18025  -0.413
C  -0.23161  0.97256  -4.03818  -1.176
H  11.05982  -4.40096  -0.52247  0.292
H  -10.22352  1.45094  -1.91982  0.319
H  1.64986  -3.34357  -1.23833  0.204
H  1.11098  6.26845  -1.96529  0.385
H  -6.88162  0.17277  3.76685  0.298
C  1.07380  -5.20979  -2.20686  -0.624
H  1.64093  -4.99349  -3.11857  0.297
C  -11.62179  2.89721  0.09277  -0.763
H  5.31000  -1.93017  1.45786  0.315
C  1.85971  2.80738  -2.92845  0.043
H  6.99627  -8.68452  0.62788  0.329
N  3.22773  -9.66996  -1.73702  -0.578
H  -0.36407  -12.89574  -0.32673  0.301
H  -3.85026  4.27442  1.02547  -0.479
N  -2.01044  3.06368  -0.51955  -0.587
H  -11.42281  4.58250  1.59102  0.378
C  -4.83438  3.81700  1.45186  0.436
H  2.06566  -7.10455  -1.85986  0.172
H  -0.93637  7.42431  -1.22474  0.385
C  1.68549  1.39945  -2.41831  0.146
C  5.43667  5.08246  0.54986  0.016
H  8.97980  -3.16521  -1.03914  0.296
H  10.56233  -0.59965  -0.46090  0.444
C  -10.44469  1.71965  2.22372  0.198
H  9.25389  -1.23995  0.55211  0.267
H  6.53373  -11.13744  0.33942  0.294
H  -0.96492  0.99675  -3.22541  0.283
H  0.20324  -10.83710  -1.63030  0.334
H  10.31192  -2.54680  -2.01129  0.296
H  -0.17842  1.96985  -4.48378  0.352
N  -7.65831  1.80913  0.83705  0.253
H  0.51744  4.72591  -1.36263  -0.022
C  3.65566  0.32865  1.38039  -0.480
H  -6.12902  0.07076  2.31702  0.301
H  -5.47107  1.30792  0.76833  0.519
H  4.60930  8.45538  5.64359  0.287
H  -2.89154  6.17069  -0.37092  0.382
C  -0.15258  -12.97545  -1.39854  -0.477
H  -13.53575  4.63137  -0.84865  0.367
H  -7.14689  2.16866  -2.86981  0.368
N  -6.60488  0.75166  2.95910  -0.527
C  6.27157  3.87624  0.20582  0.225
C  0.74486  -3.89538  -1.50680  -0.959
S  -11.91798  6.51402  -0.39579  -0.222
H  10.52260  -3.49916  0.90317  0.266
H  -1.52876  6.00000  0.74700  0.387
C  6.65057  5.81955  4.61924  -0.852
H  3.67464  4.37806  -0.48892  0.078
C  9.65495  -1.20960  -0.46624  -1.144
H  6.07915  5.96748  0.57985  0.344
H  1.64344  -11.77802  -1.25940  0.246
H  6.53350  -8.40362  -1.04799  0.290
C  6.33978  -9.03507  -0.17433  -0.442
H  -11.70822  6.28173  -1.76701  0.129
H  -1.33692  6.10394  -2.31914  0.320
N  4.21621  -5.04137  -0.61309  -0.525
H  -9.22426  1.46960  5.24241  0.293
N  3.17495  6.61734  3.40724  -0.471
C  9.92557  -2.61668  -0.98882  -0.413
H  -6.90264  6.95877  2.94884  0.340
C  0.70675  -11.78856  -1.82186  -0.985
H  1.83203  0.48500  -4.37216  0.324
H  5.43471  4.61002  -2.25125  0.328
H  5.76813  0.52430  1.74008  0.381
H  5.00180  4.94525  1.54413  -0.026
H  6.47021  7.89042  4.08395  0.283
C  -8.82931  2.34192  0.07913  0.235
C  3.17491  -5.54198  -0.92681  0.328
C  1.13038  0.50913  -3.53129  -0.375
H  -1.26771  -13.17773  -3.25081  0.278
C  4.32673  5.25850  -0.48937  -0.145
C  1.86495  -6.17436  -1.32068  -0.175
C  5.11213  0.17076  0.93898  -0.122
C  10.90976  -3.39734  -0.11497  -0.381
C  4.82154  7.41090  5.39909  -0.426
H  7.70513  5.75526  4.33872  0.327
N  1.99817  3.92624  -3.33220  -0.585
H  6.11608  -10.85023  -1.36091  0.342
C  3.96193  -9.31290  -0.84646  0.289
H  3.44829  1.37449  1.62464  0.301
C  -6.29826  1.88021  0.21767  -0.986
H  -8.76773  -0.31906  4.67386  0.424
H  0.15625  -3.25123  -2.16564  0.301
C  -13.10313  5.12471  0.10485  -0.715
C  12.23443  -2.68083  -0.07043  0.243
H  -8.59979  5.25818  -1.99558  0.287
C  -1.88677  5.75306  -0.25703  -0.397
H  6.53133  -1.33917  0.31849  0.100
H  6.93337  7.61537  5.76063  0.305
H  7.75632  -10.54631  -0.79826  0.341
H  -6.32242  1.41807  -0.85313  0.172

Computed properties:
LUMO energy (Eh): -0.170
Charge: +1
HOMO (eV): -11.13

***

Formula: C3H7N
Source: the OMol25 dataset
Level of theory: ωB97M-V/def2-TZVPD

Last column: Mulliken charge in e.
Atoms and positions in Å:
H  0.59899  1.99810  0.90634  0.204
H  2.61659  2.67137  2.70077  0.249
C  -0.71289  -2.19726  -1.90960  -0.400
H  -1.08776  -3.20015  -1.74784  0.232
H  -1.12611  -0.16061  -1.83353  0.195
N  1.61355  2.60438  2.67251  -0.476
C  0.97190  1.81962  1.93452  -0.195
C  -1.47877  -1.16425  -1.61920  -0.504
H  -2.32870  -1.10793  -0.94785  0.249
H  0.72032  0.80283  2.29705  0.217
H  0.21287  -2.06610  -2.45318  0.229

Computed properties:
LUMO energy (Eh): 0.013
Charge: 0
HOMO (eV): -8.29
Energy relative to the best compared isomer or geometry (same formula, charge and spin) (kcal/mol): 79.5

***

Repeat the second record exactly.
Formula: C3H7N
Source: the OMol25 dataset
Level of theory: ωB97M-V/def2-TZVPD

Last column: Mulliken charge in e.
Atoms and positions in Å:
H  0.59899  1.99810  0.90634  0.204
H  2.61659  2.67137  2.70077  0.249
C  -0.71289  -2.19726  -1.90960  -0.400
H  -1.08776  -3.20015  -1.74784  0.232
H  -1.12611  -0.16061  -1.83353  0.195
N  1.61355  2.60438  2.67251  -0.476
C  0.97190  1.81962  1.93452  -0.195
C  -1.47877  -1.16425  -1.61920  -0.504
H  -2.32870  -1.10793  -0.94785  0.249
H  0.72032  0.80283  2.29705  0.217
H  0.21287  -2.06610  -2.45318  0.229

Computed properties:
LUMO energy (Eh): 0.013
Charge: 0
HOMO (eV): -8.29
Energy relative to the best compared isomer or geometry (same formula, charge and spin) (kcal/mol): 79.5

***

Look up the LUMO energy of the first one.
-0.170 Eh

***

Which of these has the highest HOMO?
C3H7N

***

Among the records above, which one has the lowest LUMO energy?
C50H85FN12O2PS